1.
{"formula": "C5H14N2O", "method": "ωB97M-V/def2-TZVPD", "elements": ["C", "N", "C", "C", "C", "C", "N", "H", "H", "H", "H", "H", "H", "H", "H", "H", "H", "H", "H", "O", "H", "H"], "coordinates": [[0.226, -2.375, 1.496], [1.166, -2.319, 0.653], [1.626, -0.947, 0.531], [0.702, 0.181, -0.010], [-0.491, -0.364, -0.847], [-1.565, -0.538, 0.209], [-0.883, 0.611, -1.891], [-0.097, -1.430, 2.057], [-0.001, -3.463, 1.902], [2.483, -1.230, -0.238], [2.166, -0.605, 1.391], [1.401, 0.839, -0.683], [0.397, 0.783, 0.884], [-0.189, -1.302, -1.309], [-1.420, -0.124, 1.214], [-1.838, -1.652, 0.267], [-2.432, 0.004, -0.183], [-0.744, 1.695, -1.513], [-1.709, 0.204, -2.341], [0.373, 3.659, -0.440], [1.031, 4.039, -0.970], [-0.204, 4.334, -0.180]], "lowdin_charge": [-0.11, -0.05, -0.28, -0.19, -0.47, -0.12, -0.02, 0.09, 0.11, 0.13, 0.09, 0.13, 0.10, 0.13, 0.06, 0.09, 0.07, 0.14, 0.06, -0.01, 0.02, 0.01], "smiles": "C=NCC[C@@H](C)N.O", "e_homo_ev": -8.67, "lumo_ev": 0.626}


2.
{"formula": "C5H14N2O", "method": "ωB97M-V/def2-TZVPD", "elements": ["H", "N", "C", "N", "C", "C", "O", "H", "H", "H", "H", "H", "H", "H", "C", "C", "H", "H", "H", "H", "H", "H"], "coordinates": [[0.012, -1.867, 1.914], [0.009, -1.071, 1.280], [1.142, -0.818, 0.736], [2.243, -1.622, 0.718], [1.181, 0.391, -0.165], [0.843, 1.660, 0.607], [2.398, 0.489, -0.881], [2.897, -1.472, -0.038], [2.169, -2.559, 1.082], [0.342, 0.204, -0.906], [0.736, 2.501, -0.077], [-0.083, 1.507, 1.154], [1.636, 1.890, 1.324], [3.035, 0.960, -0.330], [-2.689, 0.612, -0.603], [-1.929, -0.637, -1.033], [-3.156, 0.463, 0.371], [-3.472, 0.875, -1.316], [-2.009, 1.459, -0.521], [-1.199, -0.989, -0.151], [-1.491, -0.498, -2.023], [-2.615, -1.476, -1.143]], "lowdin_charge": [0.06, 0.09, -0.46, 0.14, -0.38, -0.04, -0.04, 0.09, 0.10, 0.14, 0.08, 0.07, 0.09, 0.10, -0.17, -0.20, 0.06, 0.06, 0.05, 0.06, 0.06, 0.05], "smiles": "[H]/N=C(\\N)[C@@H](C)O.CC", "e_homo_ev": -9.20, "lumo_ev": 0.778}


3.
{"formula": "C5H14N2O", "method": "ωB97M-V/def2-TZVPD", "elements": ["C", "C", "N", "C", "C", "N", "C", "O", "H", "H", "H", "H", "H", "H", "H", "H", "H", "H", "H", "H", "H", "H"], "coordinates": [[1.264, 0.745, 2.669], [0.164, 0.832, 1.593], [0.440, -0.230, 0.580], [-0.219, 0.040, -0.674], [-0.863, -1.211, -1.305], [-1.585, -2.229, -0.476], [0.842, 0.645, -1.693], [0.327, 0.656, -2.995], [0.951, -0.015, 3.375], [1.388, 1.659, 3.266], [2.199, 0.455, 2.161], [-0.846, 0.930, 1.986], [0.204, 1.824, 1.013], [0.129, -1.067, 1.084], [-1.061, 0.740, -0.596], [-0.237, -1.833, -1.931], [-1.653, -0.821, -1.969], [-1.399, -2.178, 0.529], [-2.559, -1.922, -0.482], [1.796, 0.078, -1.844], [1.091, 1.586, -1.189], [-0.372, 1.313, -3.102]], "lowdin_charge": [-0.10, -0.28, -0.05, -0.35, -0.23, -0.01, -0.22, -0.07, 0.06, 0.07, 0.08, 0.10, 0.12, 0.10, 0.13, 0.10, 0.11, 0.04, 0.06, 0.14, 0.11, 0.10], "smiles": "CCN[C@H](CN)CO", "e_homo_ev": -9.03, "lumo_ev": 0.815}


Energy relative to the most stable one, in eV: 1 2.661; 2 0.000; 3 0.998


1.
{"formula": "C5H14N2O", "method": "ωB97M-V/def2-TZVPD", "elements": ["C", "C", "C", "C", "O", "N", "C", "N", "H", "H", "H", "H", "H", "H", "H", "H", "H", "H", "H", "H", "H", "H"], "coordinates": [[-1.190, 1.849, 0.569], [-0.932, 0.357, 0.390], [-1.022, -0.018, -1.105], [-1.199, -1.499, -1.383], [0.062, -2.126, -1.725], [0.305, -0.097, 1.005], [1.560, 0.516, 0.625], [2.407, 0.911, 1.741], [-0.934, 2.177, 1.572], [-0.603, 2.445, -0.128], [-2.238, 2.055, 0.344], [-1.743, -0.181, 0.884], [-1.808, 0.548, -1.599], [-0.110, 0.330, -1.604], [-1.906, -1.677, -2.195], [-1.557, -2.043, -0.519], [0.079, -2.405, -2.642], [0.304, -1.106, 1.038], [2.158, -0.124, -0.030], [1.293, 1.414, 0.069], [2.006, 1.730, 2.191], [2.376, 0.197, 2.463]], "lowdin_charge": [-0.07, -0.42, -0.16, -0.23, -0.09, -0.03, -0.32, 0.00, 0.08, 0.07, 0.08, 0.13, 0.11, 0.12, 0.11, 0.11, 0.07, 0.11, 0.11, 0.10, 0.06, 0.06], "smiles": "C[C@@H](CCO)NCN", "e_homo_ev": -8.51, "lumo_ev": 0.878}


2.
{"formula": "C5H14N2O", "method": "ωB97M-V/def2-TZVPD", "elements": ["C", "C", "C", "C", "C", "N", "N", "O", "H", "H", "H", "H", "H", "H", "H", "H", "H", "H", "H", "H", "H", "H"], "coordinates": [[-0.636, -0.656, 0.338], [1.513, -0.763, -0.678], [-0.918, 0.652, -0.393], [-1.247, -1.912, -0.193], [0.299, 2.502, 0.665], [0.201, 1.559, -0.424], [-0.446, -0.596, 1.672], [1.238, -1.132, -2.040], [1.656, -0.167, -2.678], [1.063, 0.521, -0.405], [-0.221, 0.292, 2.097], [-0.419, -1.445, 2.218], [1.583, -1.673, -0.078], [2.540, -0.358, -0.660], [-1.211, 0.378, -1.412], [-1.806, 1.093, 0.084], [-0.912, -2.062, -1.222], [-2.337, -1.814, -0.232], [-0.994, -2.790, 0.403], [1.180, 3.130, 0.510], [0.443, 2.066, 1.682], [-0.571, 3.173, 0.746]], "lowdin_charge": [-0.35, -0.26, -0.26, -0.03, -0.20, -0.19, 0.16, -0.23, 0.25, 0.09, 0.09, 0.11, 0.07, 0.08, 0.11, 0.13, 0.08, 0.10, 0.09, 0.07, 0.05, 0.07], "e_homo_ev": -6.77, "lumo_ev": 0.623}


3.
{"formula": "C5H14N2O", "method": "ωB97M-V/def2-TZVPD", "elements": ["C", "C", "C", "C", "C", "N", "N", "O", "H", "H", "H", "H", "H", "H", "H", "H", "H", "H", "H", "H", "H", "H"], "coordinates": [[0.412, -0.074, -0.987], [1.090, 0.840, 0.726], [-0.654, -0.584, -0.167], [0.352, 1.525, 1.848], [-1.910, 0.235, 0.012], [1.461, -0.880, -1.400], [-1.299, -1.872, -1.368], [2.027, -0.090, 1.251], [1.575, -0.925, 1.446], [0.125, 0.688, -1.709], [1.682, 1.566, 0.166], [-0.393, -1.262, 0.638], [2.274, -1.022, -0.813], [1.742, -0.743, -2.361], [-0.529, -2.428, -1.743], [-1.726, -1.410, -2.172], [1.051, 1.991, 2.556], [-0.238, 0.814, 2.438], [-0.292, 2.320, 1.467], [-1.929, 0.777, 0.958], [-2.783, -0.420, 0.011], [-2.038, 0.955, -0.800]], "lowdin_charge": [-0.27, -0.30, -0.29, -0.09, -0.08, 0.05, -0.02, -0.08, 0.09, 0.13, 0.11, 0.12, 0.08, 0.09, -0.01, 0.00, 0.08, 0.08, 0.08, 0.06, 0.08, 0.09], "e_homo_ev": -7.47, "lumo_ev": 0.983}


4.
{"formula": "C5H14N2O", "method": "ωB97M-V/def2-TZVPD", "elements": ["C", "C", "C", "C", "N", "N", "C", "O", "H", "H", "H", "H", "H", "H", "H", "H", "H", "H", "H", "H", "H", "H"], "coordinates": [[-1.415, 1.485, -0.238], [-0.297, 0.423, -0.044], [-0.320, -0.975, -0.613], [-1.155, -1.892, 0.225], [-1.144, -1.590, 1.660], [0.862, 1.032, -0.893], [2.216, 0.723, -0.362], [2.703, 1.973, 0.056], [-1.811, 1.566, -1.246], [-2.166, 1.258, 0.458], [-0.989, 2.578, -0.164], [-0.002, 0.538, 1.177], [-0.562, -0.977, -1.704], [0.600, -1.567, -0.706], [-1.116, -3.006, -0.001], [-2.263, -1.834, 0.000], [-0.160, -1.354, 1.777], [-1.378, -2.345, 2.216], [0.652, 1.337, -1.782], [2.186, -0.120, 0.438], [2.984, 0.656, -1.249], [2.574, 2.090, 0.996]], "lowdin_charge": [-0.07, -0.35, -0.21, -0.33, 0.00, -0.05, -0.29, -0.09, 0.06, 0.04, 0.12, 0.18, 0.13, 0.11, 0.12, 0.11, 0.05, 0.04, 0.07, 0.14, 0.14, 0.07], "smiles": "C[C@@H](CCN)NCO", "e_homo_ev": -8.22, "lumo_ev": 0.934}


Energy relative to the most stable one, in eV: 1 0.000; 2 4.813; 3 2.995; 4 2.685


1.
{"formula": "C5H14N2O", "method": "ωB97M-V/def2-TZVPD", "elements": ["C", "C", "O", "C", "N", "C", "C", "N", "H", "H", "H", "H", "H", "H", "H", "H", "H", "H", "H", "H", "H", "H"], "coordinates": [[0.268, 2.675, 0.081], [0.935, 1.436, 0.648], [2.349, 1.572, 0.484], [0.511, 0.041, -0.063], [1.305, -1.022, 0.555], [-0.989, -0.143, 0.069], [-1.603, -1.542, -0.429], [-0.652, -2.555, -0.867], [0.727, 3.582, 0.491], [0.383, 2.721, -1.007], [-0.797, 2.704, 0.328], [0.738, 1.380, 1.726], [2.697, 0.664, 0.596], [0.797, 0.107, -1.119], [1.140, -1.879, 0.009], [0.928, -1.245, 1.479], [-1.502, 0.636, -0.506], [-1.296, -0.034, 1.115], [-2.194, -1.959, 0.394], [-2.312, -1.350, -1.243], [-1.131, -3.453, -0.941], [-0.301, -2.335, -1.800]], "lowdin_charge": [-0.06, -0.40, -0.07, -0.36, 0.03, -0.15, -0.25, -0.04, 0.08, 0.09, 0.07, 0.13, 0.07, 0.15, 0.05, 0.09, 0.10, 0.11, 0.10, 0.09, 0.08, 0.08], "smiles": "C[C@H](O)[C@@H](N)CCN", "e_homo_ev": -8.94, "lumo_ev": 0.853}


2.
{"formula": "C5H14N2O", "method": "ωB97M-V/def2-TZVPD", "elements": ["C", "N", "C", "N", "C", "C", "C", "O", "H", "H", "H", "H", "H", "H", "H", "H", "H", "H", "H", "H", "H", "H"], "coordinates": [[-1.559, 0.003, 0.152], [-1.123, 1.316, -0.451], [-0.637, 2.005, 0.703], [1.419, 2.090, 0.673], [-1.145, -1.162, -0.807], [-0.256, -2.178, -0.087], [1.106, -1.587, 0.309], [1.617, -0.745, -0.749], [-1.061, -0.197, 1.099], [-2.645, -0.001, 0.315], [-0.114, 1.257, -0.574], [-0.462, 1.598, 1.723], [-0.467, 3.059, 0.544], [1.196, 2.761, 1.384], [2.332, 2.021, 0.269], [-0.565, -0.676, -1.600], [-2.063, -1.488, -1.305], [-0.758, -2.322, 0.882], [-0.115, -3.163, -0.553], [1.861, -2.375, 0.284], [1.011, -1.029, 1.274], [1.772, 0.127, -0.320]], "lowdin_charge": [-0.21, -0.02, -0.02, -0.10, -0.18, -0.19, -0.24, -0.11, 0.08, 0.12, 0.07, 0.11, 0.08, -0.05, -0.03, 0.10, 0.11, 0.10, 0.11, 0.11, 0.12, 0.04], "e_homo_ev": -8.37, "lumo_ev": 0.163}


3.
{"formula": "C5H14N2O", "method": "ωB97M-V/def2-TZVPD", "elements": ["C", "C", "C", "C", "N", "C", "N", "H", "H", "H", "H", "H", "H", "H", "H", "H", "H", "H", "H", "O", "H", "H"], "coordinates": [[1.578, -0.852, -1.744], [0.658, -1.653, -0.767], [-0.282, -0.823, 0.072], [0.363, -0.198, 1.339], [-0.309, 1.049, 1.707], [0.216, 2.171, 1.434], [1.251, 2.406, 0.557], [1.359, 0.201, -1.640], [2.613, -1.124, -1.568], [1.284, -1.087, -2.763], [0.082, -2.324, -1.408], [1.188, -2.377, -0.159], [-1.022, -1.518, 0.483], [-0.834, -0.039, -0.439], [1.438, -0.052, 1.153], [0.200, -0.821, 2.214], [-0.282, 3.030, 1.871], [1.531, 1.591, 0.037], [1.975, 3.072, 0.765], [-4.338, -0.264, -0.767], [-3.724, -0.662, -0.132], [-4.944, 0.275, -0.247]], "lowdin_charge": [-0.09, -0.26, -0.22, -0.24, 0.00, -0.31, 0.09, 0.05, 0.07, 0.07, 0.10, 0.10, 0.10, 0.11, 0.10, 0.10, 0.11, 0.05, 0.09, -0.07, 0.03, 0.03], "smiles": "CCCC/N=C\\N.O", "e_homo_ev": -9.09, "lumo_ev": 0.952}


4.
{"formula": "C5H14N2O", "method": "ωB97M-V/def2-TZVPD", "elements": ["C", "C", "N", "C", "C", "C", "N", "H", "H", "H", "H", "H", "H", "H", "H", "H", "H", "H", "H", "O", "H", "H"], "coordinates": [[-0.835, -0.107, -2.585], [-0.142, 0.502, -1.627], [0.080, 1.869, -1.755], [0.485, -0.195, -0.446], [-0.092, 0.534, 0.807], [-1.359, -0.184, 1.184], [1.130, 0.666, 1.797], [-1.400, 0.196, -3.460], [-1.003, -1.193, -2.436], [-0.582, 2.482, -2.189], [0.807, 2.271, -1.205], [1.610, -0.012, -0.630], [0.201, -1.320, -0.527], [-0.321, 1.596, 0.635], [-1.142, -1.016, 1.836], [-2.049, 0.550, 1.759], [-2.052, -0.266, 0.357], [1.544, -0.263, 1.733], [0.662, 0.635, 2.736], [0.738, -2.391, 1.751], [-0.049, -2.422, 1.205], [1.007, -3.304, 1.924]], "lowdin_charge": [0.01, -0.47, 0.08, -0.14, -0.42, -0.09, 0.02, 0.05, 0.05, 0.09, 0.08, 0.15, 0.13, 0.11, 0.05, 0.11, 0.08, 0.02, 0.07, -0.05, 0.01, 0.06], "smiles": "C=C(N)C[C@@H](C)N.O", "e_homo_ev": -7.94, "lumo_ev": 0.622}


Energy relative to the most stable one, in eV: 1 0.000; 2 5.103; 3 0.457; 4 1.385